138
Properties=species:S:1:pos:R:3:forces:R:3 method="wB97M-V/def2-TZVPD" gap_ha=0.310 e_above_lowest_ev=3.615 energy_ha=-5163.71875 multiplicity=1 charge=-1
As 0.338 -1.064 0.575 0.14 0.33 -1.46
F 1.777 -0.034 0.721 -1.29 -1.17 0.16
F 0.914 -1.922 2.031 -1.06 0.53 -0.90
F -1.190 -2.101 0.401 2.09 1.31 0.34
F -0.074 -0.121 -0.906 0.19 -1.36 1.59
F 1.264 -2.306 -0.438 -1.93 1.78 1.51
F -0.605 0.151 1.540 0.93 -1.60 -0.79
O 0.082 -4.705 0.728 -0.13 -0.56 -0.81
H -0.322 -3.949 0.302 -0.11 0.27 -0.20
H -0.027 -4.539 1.664 0.02 -0.04 0.72
O 1.971 -5.145 -1.125 0.67 -0.24 -0.78
H 1.650 -5.901 -1.616 -0.03 -0.19 -0.11
H 1.366 -5.062 -0.388 -0.54 0.24 0.84
O -0.041 -4.233 3.345 -0.02 -0.34 0.46
H -0.888 -4.018 3.736 -0.31 0.01 0.08
H 0.447 -3.410 3.360 0.26 0.42 -0.14
O 3.791 -1.637 -0.999 0.47 0.24 -0.21
H 3.696 -1.567 -0.049 0.25 0.05 0.32
H 2.974 -2.038 -1.293 0.12 -0.04 -0.27
C -6.925 -1.338 4.807 -0.13 -1.04 -0.07
C -5.660 -0.990 5.579 -1.25 -0.53 -1.17
C -4.511 -0.541 4.648 -0.82 -0.67 0.13
O -4.298 -1.486 3.581 1.39 1.61 0.32
C -3.223 -0.918 2.771 -0.39 -1.33 -0.89
N -6.096 -0.024 6.572 1.14 0.32 0.03
H -6.721 -2.221 4.201 -0.13 0.31 -0.51
H -7.360 -0.519 4.234 0.42 0.10 -0.32
H -7.727 -1.646 5.478 0.14 0.04 0.37
H -5.363 -1.904 6.092 0.26 -0.01 0.10
H -3.647 -0.429 5.302 0.58 -0.03 -0.19
H -4.696 0.423 4.173 -0.31 0.34 0.21
H -3.473 -0.008 2.225 -0.42 0.47 0.63
H -3.032 -1.591 1.935 -0.04 -0.44 0.29
H -2.270 -0.797 3.286 -0.20 0.11 0.41
H -6.481 0.746 6.043 -0.29 0.37 0.03
H -5.236 0.344 6.953 0.10 0.42 0.66
C -1.333 3.798 1.240 0.10 -0.73 0.62
C -2.129 3.133 2.412 -0.09 0.61 -1.02
C -1.258 2.918 3.644 0.85 0.24 -0.25
O -1.920 2.563 4.852 -0.35 -0.27 -0.14
C -1.064 1.954 5.794 -0.37 -0.42 0.63
N -3.295 3.935 2.713 -0.60 -0.25 0.01
H -1.008 4.808 1.486 0.09 0.07 0.22
H -1.872 3.862 0.294 -0.50 -0.10 0.30
H -0.461 3.188 1.003 0.25 0.02 0.15
H -2.517 2.190 2.026 0.17 -0.26 0.15
H -0.769 3.871 3.844 0.49 0.18 -0.10
H -0.526 2.155 3.379 0.31 -0.06 0.13
H -0.400 2.589 6.381 0.46 0.78 -0.75
H -0.498 1.133 5.355 0.11 -0.02 -0.07
H -1.651 1.567 6.626 -0.59 -0.37 -0.37
H -3.666 3.507 3.549 -0.50 0.39 0.28
H -3.064 4.898 2.914 0.17 0.10 0.16
C 3.108 -1.255 4.068 0.66 1.31 1.98
C 4.383 -1.166 3.222 -1.70 -0.18 0.76
C 5.568 -1.752 3.981 -0.09 0.18 -1.64
O 5.921 -1.028 5.105 0.13 0.08 0.91
C 7.098 -1.567 5.682 -0.29 0.86 0.18
N 3.986 -1.990 2.079 0.89 -0.12 -0.52
H 2.931 -2.307 4.293 -0.46 -0.05 -0.26
H 2.265 -0.705 3.649 0.00 -0.53 -0.44
H 3.220 -0.788 5.046 0.25 0.13 0.35
H 4.538 -0.135 2.902 0.32 -0.04 -0.05
H 6.451 -1.740 3.342 0.01 -0.45 -0.55
H 5.300 -2.778 4.233 0.10 -0.42 0.14
H 7.028 -2.633 5.900 -0.35 -0.09 0.33
H 7.238 -0.942 6.564 0.29 -0.46 0.20
H 7.973 -1.470 5.039 0.06 0.26 -0.34
H 3.025 -1.719 1.929 -0.09 0.28 -0.63
H 3.814 -2.900 2.483 0.35 -0.68 -0.20
C 2.351 2.131 -1.521 -1.26 1.95 -0.46
C 3.402 2.829 -0.669 0.05 -0.51 0.28
C 2.884 4.108 0.030 -0.02 0.75 -1.01
O 2.673 5.109 -0.954 0.22 1.35 -0.48
C 2.219 6.371 -0.454 -1.28 -0.90 -0.75
N 3.788 1.801 0.325 -0.20 0.81 -0.28
H 2.568 1.241 -2.112 0.43 -0.19 0.83
H 1.980 2.843 -2.258 0.24 0.19 -0.27
H 1.473 2.064 -0.878 -0.17 -0.93 0.03
H 4.183 3.148 -1.359 0.60 -0.09 0.41
H 3.619 4.574 0.686 0.32 -0.68 0.61
H 1.930 4.010 0.548 -0.11 -0.66 0.42
H 1.182 6.241 -0.143 -0.27 -0.07 0.44
H 2.114 7.050 -1.301 0.54 0.00 -0.06
H 2.718 6.866 0.378 0.76 -0.41 -0.02
H 4.158 2.193 1.179 0.43 0.40 0.07
H 2.867 1.483 0.590 0.21 -0.72 0.30
C -2.521 2.047 -2.059 1.52 1.36 -0.41
C -1.395 2.543 -3.016 0.66 0.44 0.23
C -0.535 3.781 -2.476 -1.56 -0.49 -2.12
O -1.431 4.895 -2.753 0.39 1.13 1.52
C -0.911 6.174 -2.319 0.51 -0.87 -0.46
N -0.553 1.410 -3.387 0.55 -0.02 0.50
H -3.095 2.893 -1.681 -0.45 -0.18 -0.15
H -1.920 1.672 -1.231 -0.48 -0.51 0.29
H -3.091 1.266 -2.563 -0.14 0.16 0.33
H -1.726 2.930 -3.979 -0.65 0.16 0.16
H 0.287 3.919 -3.179 0.34 -0.29 0.10
H -0.111 3.712 -1.474 -0.49 0.16 0.30
H -1.504 7.021 -2.666 -0.46 -0.44 -0.12
H 0.086 6.320 -2.733 0.26 -0.05 -0.22
H -0.772 6.273 -1.242 -0.36 -0.33 0.27
H -1.156 0.676 -3.730 -0.23 0.20 -0.73
H -0.303 0.946 -2.525 0.75 0.17 0.35
C -2.970 -2.770 -6.212 0.58 0.58 1.44
C -3.891 -2.221 -5.070 -0.29 -0.81 -2.28
C -3.525 -0.802 -4.627 0.24 0.19 0.33
O -2.342 -0.734 -3.883 0.53 -0.85 0.36
C -2.421 -1.493 -2.697 0.48 -0.99 0.65
N -5.231 -2.294 -5.625 -0.22 -0.15 0.44
H -2.812 -2.034 -7.001 0.07 0.26 0.14
H -3.300 -3.679 -6.717 -0.35 -0.03 0.54
H -2.034 -2.958 -5.686 0.47 -0.09 -0.59
H -3.921 -2.956 -4.266 0.44 0.33 0.21
H -4.285 -0.306 -4.022 -0.77 -0.46 0.23
H -3.387 -0.085 -5.437 0.06 -0.41 -0.58
H -1.500 -1.458 -2.115 -0.13 0.95 -0.12
H -2.482 -2.572 -2.833 -0.23 -0.21 -0.71
H -3.295 -1.255 -2.090 -0.03 0.51 0.14
H -5.859 -2.137 -4.850 -0.66 0.48 -0.48
H -5.307 -1.628 -6.381 -0.56 0.24 0.13
C 0.855 -2.484 -3.942 0.19 0.15 -1.19
C 2.105 -3.315 -4.357 -0.22 1.66 0.01
C 2.790 -2.661 -5.607 -0.80 -1.21 0.75
O 3.865 -3.500 -6.022 -1.07 -0.15 1.61
C 4.576 -2.981 -7.052 1.36 -0.14 -1.25
N 2.986 -3.283 -3.206 0.03 -0.41 -0.33
H 1.144 -1.472 -3.660 0.34 -0.01 0.18
H 0.243 -2.867 -3.126 0.32 -0.43 0.00
H 0.210 -2.330 -4.807 -0.28 -0.17 -0.09
H 1.878 -4.367 -4.530 -0.52 -0.02 -0.83
H 3.105 -1.635 -5.421 0.28 0.02 0.42
H 2.061 -2.611 -6.416 -0.24 -0.05 -0.30
H 5.271 -2.183 -6.790 -0.24 0.57 0.31
H 3.936 -2.667 -7.877 -0.09 0.18 -0.25
H 5.246 -3.765 -7.403 -0.10 -0.21 -0.27
H 2.387 -3.677 -2.495 0.14 0.05 0.84
H 3.624 -4.052 -3.353 0.76 0.10 0.14